[1]
Entry from the OMol25 dataset: a 6-piece molecular cluster, C6H24N8O6 overall (ωB97M-V/def2-TZVPD).

ΔE to the lowest compared entry with this formula, charge and spin = 100.0 kcal/mol
Structure (SMILES) = NC(N)=O.NC(N)=O.NC(N)=O.NC(N)=O.CO.CO
Kohn-Sham gap = 9.17 eV
LUMO energy = 0.1 eV

Last column: natural (NBO) charge in e.
Element x y z (Å)
N  -5.6041  1.2006  -4.5243  -0.8313
C  -6.1939  2.3190  -4.2276  0.7481
N  -5.8713  3.2852  -5.0552  -0.8368
O  -7.0193  2.4893  -3.3895  -0.6626
H  -4.8123  1.1229  -5.1466  0.3928
H  -5.9010  0.4420  -3.9272  0.4060
H  -5.2824  3.2074  -5.8720  0.3807
H  -6.4053  4.1390  -4.9781  0.4033
N  -5.4751  3.5664  1.5851  -0.8405
C  -4.3212  3.2335  2.1621  0.7429
N  -4.5570  2.6000  3.2369  -0.8063
O  -3.2339  3.6765  1.8666  -0.6636
H  -5.3316  3.7808  0.6086  0.4057
H  -6.3604  3.2361  1.9419  0.3828
H  -5.4767  2.2480  3.4614  0.3785
H  -3.7587  2.0650  3.5478  0.4005
N  4.6578  -2.5887  2.5472  -0.7826
C  5.3560  -3.1316  3.3959  0.7254
N  4.6674  -3.9168  4.1676  -0.8138
O  6.5591  -2.9530  3.4993  -0.6904
H  5.0649  -2.0542  1.7931  0.4178
H  3.6746  -2.8200  2.5461  0.3707
H  5.0399  -4.5949  4.8169  0.4117
H  3.7859  -4.0763  3.7012  0.3594
N  5.3037  3.2496  -1.5751  -0.7944
C  5.7028  2.0823  -1.2399  0.7353
N  5.3291  1.3091  -2.1710  -0.8034
O  6.3134  1.8483  -0.1317  -0.6928
H  4.8231  3.2464  -2.4634  0.3525
H  5.6075  4.1334  -1.1922  0.4126
H  5.5371  0.3308  -2.0303  0.4096
H  4.6914  1.6580  -2.8722  0.3809
C  -0.0914  -0.2061  -1.2684  -0.2517
O  -0.2757  -0.4740  0.0679  -0.7120
H  -0.9247  0.2835  -1.7723  0.1682
H  0.8861  0.2713  -1.3365  0.1622
H  0.0352  -1.1832  -1.7346  0.1659
H  -0.7989  0.2847  0.3365  0.4676
C  0.8782  -5.9137  1.8637  -0.2504
O  0.5068  -4.7249  2.6017  -0.7387
H  1.4153  -5.6627  0.9491  0.1673
H  1.5699  -6.4227  2.5350  0.1805
H  0.0405  -6.5797  1.6569  0.1709
H  0.2490  -4.0061  2.0199  0.4713

Forces on atoms 1 to 6 (eV/Å):
1.3 -4.1 0.3
-0.4 1.2 -1.0
0.8 3.8 -2.3
-2.0 -0.2 2.7
-0.4 -0.1 0.3
0.5 -0.2 -0.3

---

[2]
Entry from the OMol25 dataset: C22H57N3O17SZn as an isolated structure (ωB97M-V/def2-TZVPD).

Net charge = -2
Kohn-Sham gap = 6.38 eV
LUMO energy = 4.0 eV

Last column: Mulliken charge in e.
Element x y z (Å)
Zn  0.0327  -2.2601  -0.0672  0.0455
S  0.6850  0.1313  0.6023  0.1774
O  -0.3840  -0.3554  -0.2364  0.5002
O  1.6592  0.8632  -0.1538  0.5118
O  0.1893  0.8803  1.7663  0.0181
O  1.2721  -1.1318  0.9761  -0.6066
O  0.9172  -4.0712  0.4981  -0.8334
C  0.8387  -4.7696  -0.7882  -0.5617
C  0.6901  -3.9330  -2.1274  -0.3143
O  0.0050  -2.6902  -2.0985  -0.6873
H  -0.1174  -5.2916  -0.7504  0.3062
H  1.5362  -5.6049  -0.8494  0.3575
H  0.3040  -4.6630  -2.8389  0.3425
H  1.6102  -3.7382  -2.6785  0.2273
C  -3.7480  -0.5121  -1.0974  -0.9653
C  -4.4955  -0.4921  -2.4233  -0.7228
C  -3.8071  0.4744  -3.5047  -0.4761
C  -4.6559  0.4363  -4.8218  -0.8330
C  -4.2427  1.6316  -5.6892  -0.3642
C  -4.9969  1.7519  -7.0395  -1.2440
H  -3.4505  0.4486  -0.6770  0.3043
H  -2.7533  -0.9552  -1.1471  0.0761
H  -4.3452  -0.7322  -0.2125  0.3068
H  -4.5247  -1.5395  -2.7237  0.2788
H  -5.4941  -0.1773  -2.1203  0.3812
H  -2.7365  0.2814  -3.5721  0.4063
H  -3.8678  1.4860  -3.1033  0.3067
H  -4.4969  -0.4771  -5.3948  0.3512
H  -5.7312  0.3521  -4.6641  0.4059
H  -4.2662  2.5978  -5.1851  0.4326
H  -3.1701  1.4917  -5.8242  0.2766
H  -6.0548  1.8844  -6.8128  0.3071
H  -4.4702  2.5119  -7.6166  0.3761
H  -4.8665  0.7489  -7.4457  0.2755
C  3.5125  -2.5963  2.3319  0.7271
C  4.7701  -2.6157  3.1810  -0.4663
O  5.0430  -4.0396  3.5544  -0.6195
O  3.6952  -3.4253  1.2140  -0.6256
H  3.4579  -1.6101  1.8708  -0.4773
H  2.5899  -2.6914  2.9045  0.2895
H  4.7034  -1.9268  4.0230  0.2579
H  5.6339  -2.2556  2.6220  0.2467
H  5.0024  -4.4300  2.6783  0.3386
H  2.8745  -3.8790  1.0086  0.3062
C  -2.0244  3.0088  2.4619  -0.3482
C  -0.8514  3.8866  3.0235  -0.4124
O  0.4454  3.2770  2.8719  -0.5927
O  -1.6420  2.7210  1.0784  -0.5660
H  -2.9669  3.5037  2.2280  0.3906
H  -2.2982  2.1099  3.0142  -0.1862
H  -1.1304  3.9389  4.0759  0.3251
H  -0.8623  4.8757  2.5656  0.3172
H  0.4671  2.3954  2.4925  0.4722
H  -0.9241  2.1031  1.2347  0.2931
C  -0.0167  2.9461  -2.0416  0.1327
C  0.1118  2.6152  -3.5021  -0.2329
O  1.2950  3.2223  -3.9187  -0.4915
O  1.3834  2.8769  -1.4867  -0.5946
H  -0.6829  2.3107  -1.4579  -0.2695
H  -0.4456  3.9480  -2.0281  0.2893
H  -0.6553  2.8739  -4.2319  0.3740
H  0.2559  1.5348  -3.5030  0.0922
H  1.2917  3.2947  -4.8760  0.2992
H  1.3908  2.0720  -0.9636  0.1560
C  -0.5924  0.4968  5.2491  -0.0379
C  -0.6026  -0.2504  6.6414  -0.6991
O  -1.2828  -1.5329  6.4490  -0.5686
O  0.3199  -0.2264  4.4087  -0.4468
H  -0.1179  1.4657  5.4048  0.2863
H  -1.6057  0.6933  4.8989  0.1213
H  -1.0546  0.5024  7.2872  0.3772
H  0.3853  -0.5936  6.9486  0.3119
H  -0.7598  -1.9258  5.7464  0.3291
H  0.2951  0.0746  3.4975  0.0223
O  -1.7037  -2.4323  1.4173  -0.5813
C  -2.4628  -1.7145  2.1586  0.7813
N  -2.4101  -0.3937  2.0705  0.5368
C  -3.5907  -2.2431  2.9565  -1.5219
H  -1.5956  -0.0093  1.6134  -0.5475
H  -3.1605  0.1357  2.4909  0.2703
H  -4.5332  -1.8871  2.5406  0.3392
H  -3.4505  -2.0925  4.0269  0.3381
H  -3.5973  -3.3330  2.9408  0.3746
O  6.2863  0.3989  1.9238  -0.6967
C  5.1538  0.7194  2.0221  0.6420
N  4.3402  0.5902  0.9747  0.0917
C  4.6045  1.2792  3.3504  -0.6641
H  3.3404  0.7079  1.0561  -0.3452
H  4.7989  0.3835  0.0989  0.0494
H  4.8159  2.3387  3.4950  0.3038
H  4.9178  0.7957  4.2757  0.3110
H  3.5267  1.1187  3.3220  -0.0071
O  3.6153  1.9263  -2.9439  -0.5746
C  3.7101  0.7275  -3.1838  0.7400
N  3.0152  -0.1480  -2.4830  -0.0481
C  4.3125  0.2784  -4.4254  -1.2902
H  2.8350  -1.0470  -2.9065  0.0937
H  2.4338  0.0900  -1.6921  -0.0233
H  5.3439  -0.0150  -4.2302  0.2522
H  4.2746  1.0441  -5.2003  0.2841
H  3.7073  -0.5447  -4.8053  0.4079

Forces on atoms 1 to 6 (eV/Å):
0.0 -3.4 -1.1
1.1 -1.1 -0.3
-3.7 2.1 -1.8
1.1 1.0 0.1
-0.3 0.4 0.7
2.4 -1.3 2.8

---

[3]
Entry from the OMol25 dataset: an isolated ion of composition C7H12N2 and charge +2 (ωB97M-V/def2-TZVPD).

Net charge = +2
ΔE to the lowest compared entry with this formula, charge and spin = 111.6 kcal/mol
Kohn-Sham gap (alpha / beta) = 7.21 / 7.21 eV
LUMO energy (alpha / beta) = -12.0 / -12.0 eV

Last column: natural (NBO) charge in e.
Element x y z (Å)
C  -1.5399  1.0479  0.3536  -0.0983
C  -0.1734  1.1838  0.2477  0.3503
C  0.3523  -1.0176  -0.3000  0.5862
C  0.0724  -2.2498  -0.3419  -0.4158
C  3.1519  0.2480  0.4106  -0.6816
C  -3.5476  -0.0934  0.0653  -0.5087
C  2.0843  0.4847  -0.6462  -0.2350
N  -2.2219  0.1456  -0.2508  -0.0824
N  0.7050  0.2390  -0.2269  -0.3727
H  -1.9667  1.8510  0.9389  0.2529
H  0.1793  2.2155  0.5895  0.3029
H  0.2083  -3.0458  0.2959  0.3388
H  -0.2267  -2.6812  -1.3876  0.3781
H  3.6200  1.0151  1.1221  0.2871
H  2.7919  -0.4479  1.0403  0.2145
H  4.1072  -0.1349  0.1277  0.2917
H  -3.8737  0.4802  1.0649  0.2267
H  -3.7700  -1.2152  0.2458  0.3128
H  -4.1320  0.3285  -0.7730  0.3270
H  2.1012  0.0510  -1.6785  0.2709
H  2.0780  1.5954  -0.8975  0.2546

Forces on atoms 1 to 6 (eV/Å):
-0.8 0.8 0.3
1.3 1.5 -0.3
-0.5 0.3 0.6
-0.4 0.5 -3.9
1.7 1.8 0.0
-2.0 0.7 3.3

---

[4]
Entry from the OMol25 dataset: C38H55As2N4O8PSSeTi as an isolated structure (ωB97M-V/def2-TZVPD).

Multiplicity = 3
Expectation value of S² = 2.017
Kohn-Sham gap (alpha / beta) = 6.26 / 6.72 eV
LUMO energy (alpha / beta) = -0.3 / -0.4 eV

Last column: Mulliken spin population.
Element x y z (Å)
Ti  -0.3520  -0.0957  -0.1755  0.9543
S  -0.6835  3.0862  0.6521  0.0234
C  -0.8968  4.6917  1.4038  0.0026
C  -0.4132  5.8050  0.7317  -0.0015
C  -0.5987  7.0639  1.2702  -0.0001
C  -1.2345  7.2099  2.4914  -0.0001
C  -1.6678  6.0908  3.1836  0.0000
C  -1.5066  4.8271  2.6421  -0.0002
H  0.1069  5.6739  -0.2042  0.0015
H  -0.2412  7.9318  0.7381  0.0000
H  -1.3778  8.1951  2.9099  0.0000
H  -2.1325  6.2055  4.1513  0.0000
H  -1.8442  3.9528  3.1806  0.0001
Se  1.9165  -1.5191  -0.9225  -0.0167
C  2.8074  -2.7917  0.2430  -0.0006
C  4.1901  -2.6987  0.3795  -0.0032
C  4.8684  -3.5597  1.2185  -0.0001
C  4.1810  -4.5276  1.9333  -0.0001
C  2.8116  -4.6453  1.7792  0.0006
C  2.1276  -3.7904  0.9355  0.0056
H  4.7196  -1.9451  -0.1862  0.0000
H  5.9407  -3.4745  1.3205  0.0000
H  4.7098  -5.1859  2.6050  0.0001
H  2.2691  -5.4080  2.3197  -0.0001
H  1.0565  -3.8951  0.8288  0.0032
C  -5.6242  2.2709  -2.7650  0.0004
O  -4.2286  2.2308  -3.0037  0.0023
C  -3.6563  1.0161  -3.0463  0.0057
O  -4.1648  0.0173  -2.5622  -0.0012
C  -2.3015  1.0287  -3.5754  0.0030
C  -1.9333  1.7702  -4.6531  0.0110
As  -0.0881  2.1348  -5.2750  0.0274
C  -0.0716  4.1003  -4.9387  0.0060
C  0.5228  1.3699  -3.5852  0.1303
C  0.3219  -0.0374  -3.6262  0.3686
As  -1.2581  -0.3394  -2.5960  0.0960
C  -2.1127  -1.9455  -3.3823  0.0316
C  0.8390  -0.7818  -4.7224  -0.0177
O  1.5383  -0.3343  -5.6198  0.1001
O  0.5287  -2.1154  -4.6393  0.0168
C  1.0090  -2.8977  -5.7122  -0.0034
C  0.4642  2.0625  -2.3939  0.0899
O  0.2401  3.2548  -2.1785  0.1356
O  0.9593  1.3065  -1.2059  -0.0163
C  2.2332  1.8711  -0.9069  0.0098
C  -2.9410  2.2580  -5.5955  0.0018
O  -4.1223  1.9847  -5.6281  0.0013
O  -2.3544  3.0074  -6.5625  -0.0003
C  -3.1887  3.4339  -7.6258  0.0002
H  -5.9105  1.4878  -2.0597  -0.0001
H  -6.1449  2.1186  -3.7141  -0.0001
H  -5.8467  3.2576  -2.3630  0.0001
H  -0.0462  4.6057  -5.9049  0.0010
H  0.8208  4.3691  -4.3776  -0.0005
H  -0.9510  4.4230  -4.3941  -0.0007
H  -2.3567  -1.7256  -4.4255  -0.0029
H  -3.0281  -2.1753  -2.8339  -0.0008
H  -1.4057  -2.7730  -3.3433  -0.0005
H  0.8904  -3.9413  -5.4269  -0.0003
H  2.0592  -2.6716  -5.8999  0.0015
H  0.4411  -2.6805  -6.6216  0.0018
H  2.1197  2.8326  -0.3973  -0.0016
H  2.7907  2.0277  -1.8364  -0.0004
H  2.8038  1.1804  -0.2865  0.0000
H  -2.5311  3.9185  -8.3440  0.0000
H  -3.9493  4.1347  -7.2671  -0.0002
H  -3.6896  2.5770  -8.0849  0.0002
C  -0.6281  0.6113  3.0372  0.0286
C  0.0467  0.6772  4.4254  -0.0007
N  1.2495  -0.1376  4.4341  0.0000
C  0.9123  -1.4785  3.9857  0.0020
C  0.4319  -1.4481  2.5170  0.0293
N  0.2632  -0.0553  2.0641  -0.0306
C  1.5849  0.5982  2.1130  0.0147
C  2.2174  0.4402  3.5186  -0.0007
H  -0.8637  1.6127  2.6695  -0.0037
H  -1.5484  0.0279  3.1002  -0.0038
H  -0.6198  0.3015  5.2066  0.0003
H  0.3243  1.7021  4.6800  0.0000
H  0.1436  -1.8722  4.6536  0.0001
H  1.7948  -2.1132  4.0909  0.0000
H  -0.5253  -1.9682  2.4101  -0.0065
H  1.1705  -1.9275  1.8729  -0.0045
H  1.4464  1.6540  1.8541  0.0063
H  2.2326  0.1163  1.3735  -0.0022
H  2.5374  1.4046  3.9211  -0.0002
H  3.0906  -0.2171  3.4867  0.0005
C  -2.2016  4.6232  -1.6330  0.0014
P  -2.1631  2.9322  -0.8858  0.0115
C  -2.3343  0.0251  0.5381  -0.0350
C  -3.6681  3.1978  0.2073  0.0039
H  -2.3096  5.3939  -0.8689  0.0002
H  -3.0583  4.6413  -2.3038  -0.0007
H  -1.2900  4.7885  -2.1966  0.0006
H  -2.5425  0.9446  1.0883  -0.0007
H  -2.6098  -0.8012  1.2105  0.0027
H  -3.0526  -0.0113  -0.2933  0.0042
H  -4.4935  2.5858  -0.1457  -0.0015
H  -3.9806  4.2397  0.2149  0.0006
H  -3.4452  2.8938  1.2271  0.0004
C  -2.3441  -5.0595  -1.4021  -0.0002
N  -1.0826  -4.3880  -1.1830  0.0063
C  0.1273  -5.0208  -1.6727  -0.0007
C  -1.0177  -3.2227  -0.6289  0.0301
N  -0.8600  -2.2027  -0.0942  -0.0177
H  -2.4352  -5.3357  -2.4550  0.0001
H  -3.1747  -4.4071  -1.1378  0.0000
H  -2.4022  -5.9695  -0.7993  0.0003
H  -0.0171  -5.3393  -2.7067  0.0002
H  0.3791  -5.8947  -1.0645  0.0004
H  0.9562  -4.3137  -1.6370  0.0003

Forces on atoms 1 to 6 (eV/Å):
1.0 -0.4 0.8
0.2 0.5 0.1
0.0 -0.6 -0.2
0.1 0.1 0.0
0.0 0.1 0.0
0.0 0.0 0.1

---

Number 1: total energy -30816.013 eV. Number 2: total energy -122269.564 eV. Number 3: total energy -10409.510 eV. Number 4: total energy -292897.922 eV.